{"formula": "C32H83N9O14", "method": "the ωB97M-V functional and the def2-TZVPD basis", "species": ["C", "O", "H", "H", "H", "H", "C", "O", "H", "H", "H", "H", "C", "O", "H", "H", "H", "H", "C", "O", "H", "H", "H", "H", "C", "O", "H", "H", "H", "H", "C", "O", "N", "C", "C", "H", "H", "H", "H", "H", "H", "H", "C", "O", "N", "C", "C", "H", "H", "H", "H", "H", "H", "H", "C", "O", "N", "C", "C", "H", "H", "H", "H", "H", "H", "H", "C", "O", "N", "C", "C", "H", "H", "H", "H", "H", "H", "H", "C", "O", "N", "C", "C", "H", "H", "H", "H", "H", "H", "H", "C", "O", "N", "C", "C", "H", "H", "H", "H", "H", "H", "H", "C", "O", "N", "C", "C", "H", "H", "H", "H", "H", "H", "H", "C", "O", "N", "C", "C", "H", "H", "H", "H", "H", "H", "H", "C", "O", "N", "C", "C", "H", "H", "H", "H", "H", "H", "H"], "xyz": [[0.864, 17.652, -9.013], [0.102, 17.329, -10.132], [1.883, 17.285, -9.135], [0.919, 18.719, -8.800], [0.369, 17.159, -8.176], [0.343, 16.470, -10.488], [3.918, 19.419, -9.898], [3.750, 20.565, -10.716], [3.741, 18.596, -10.590], [4.912, 19.326, -9.461], [3.206, 19.194, -9.104], [2.825, 20.744, -10.896], [0.830, 20.690, 0.669], [1.581, 19.505, 0.923], [1.536, 21.517, 0.744], [0.354, 20.638, -0.309], [-0.044, 20.788, 1.313], [1.969, 19.603, 1.796], [0.724, 15.764, -0.640], [0.524, 16.638, -1.710], [-0.072, 15.019, -0.651], [1.590, 15.139, -0.854], [0.775, 16.190, 0.362], [-0.136, 17.232, -1.345], [1.088, 23.042, -7.778], [2.384, 22.850, -7.191], [0.795, 24.091, -7.806], [1.096, 22.698, -8.812], [0.252, 22.500, -7.336], [3.067, 23.254, -7.732], [2.273, 17.897, -4.594], [2.405, 17.344, -5.670], [2.297, 19.222, -4.435], [2.341, 19.796, -3.104], [2.645, 20.144, -5.535], [2.047, 17.400, -3.638], [3.260, 20.380, -3.056], [2.390, 19.015, -2.344], [1.468, 20.416, -2.899], [2.453, 21.196, -5.322], [3.700, 20.081, -5.799], [2.084, 19.761, -6.388], [4.249, 17.319, 0.054], [4.282, 16.089, 0.155], [5.115, 18.072, -0.765], [5.048, 19.512, -0.798], [6.083, 17.577, -1.640], [3.595, 17.990, 0.631], [6.002, 19.916, -0.459], [4.278, 19.869, -0.114], [4.850, 19.918, -1.790], [5.914, 17.943, -2.653], [7.123, 17.878, -1.514], [6.046, 16.488, -1.663], [2.369, 12.176, -8.756], [2.639, 10.981, -8.819], [1.618, 12.777, -7.749], [1.536, 14.211, -7.623], [0.857, 11.975, -6.749], [2.869, 12.933, -9.381], [1.905, 14.621, -6.683], [0.488, 14.495, -7.717], [2.138, 14.594, -8.448], [1.430, 11.534, -5.933], [-0.075, 12.401, -6.377], [0.536, 11.101, -7.317], [4.027, 23.888, -1.098], [3.860, 24.662, -0.134], [3.949, 24.239, -2.451], [3.597, 25.616, -2.867], [4.344, 23.343, -3.548], [4.254, 22.811, -1.068], [4.419, 26.048, -3.438], [3.359, 26.355, -2.102], [2.704, 25.716, -3.485], [3.619, 23.390, -4.361], [5.252, 23.783, -3.961], [4.416, 22.280, -3.320], [-2.214, 23.336, -4.383], [-3.363, 22.978, -4.654], [-1.158, 22.568, -4.654], [0.170, 22.935, -4.282], [-1.312, 21.242, -5.256], [-1.903, 24.293, -3.936], [0.260, 23.971, -3.953], [0.840, 22.781, -5.128], [0.607, 22.297, -3.514], [-2.270, 21.046, -5.737], [-0.539, 21.039, -5.998], [-1.429, 20.462, -4.504], [4.993, 16.111, -7.484], [4.764, 15.396, -8.491], [6.124, 16.275, -6.897], [6.230, 16.918, -5.558], [7.343, 15.584, -7.347], [4.170, 16.549, -6.899], [5.246, 17.199, -5.182], [6.818, 17.834, -5.501], [6.720, 16.243, -4.857], [8.090, 16.296, -7.698], [7.812, 15.004, -6.552], [7.269, 15.130, -8.335], [3.954, 12.755, -4.106], [5.181, 12.623, -4.106], [3.338, 13.922, -3.743], [1.841, 13.934, -3.645], [4.081, 15.072, -3.232], [3.238, 11.959, -4.362], [1.625, 13.778, -2.588], [1.394, 13.170, -4.280], [1.484, 14.927, -3.918], [3.910, 15.103, -2.156], [5.160, 15.018, -3.376], [3.741, 16.020, -3.648], [-3.172, 15.258, -5.598], [-3.144, 14.285, -4.851], [-2.120, 16.095, -5.807], [-2.177, 17.253, -6.682], [-0.868, 15.874, -5.043], [-3.968, 15.502, -6.319], [-1.548, 17.995, -6.189], [-3.196, 17.637, -6.731], [-1.799, 17.110, -7.694], [-0.738, 16.359, -4.076], [-0.753, 14.847, -4.697], [-0.017, 16.103, -5.684], [5.361, 23.116, -9.095], [4.626, 24.022, -8.700], [6.055, 22.361, -8.221], [6.844, 21.159, -8.643], [6.167, 22.787, -6.783], [5.593, 22.810, -10.127], [6.616, 20.768, -9.634], [6.585, 20.306, -8.015], [7.906, 21.401, -8.681], [7.176, 22.783, -6.371], [5.771, 23.769, -6.526], [5.762, 21.964, -6.194]], "forces_ev_per_a": [[0.34, -0.95, 0.76], [-0.79, 0.66, -1.35], [0.14, -0.03, 0.33], [-0.34, 0.11, -0.43], [0.53, 0.11, 0.59], [0.16, 0.03, 0.20], [-0.65, -1.45, -0.98], [0.50, 0.94, 0.81], [0.51, -0.63, 0.21], [0.00, 0.42, -0.36], [-0.25, 0.95, 0.23], [-0.06, -0.23, 0.15], [-0.02, -0.11, -0.05], [-0.27, -0.30, -0.23], [-0.54, 0.47, -0.11], [0.60, -0.13, -0.31], [0.28, 0.17, 0.57], [-0.03, -0.07, 0.12], [0.13, -2.32, 0.09], [-0.06, 1.13, 0.09], [-0.44, -0.03, 0.31], [0.40, 0.49, 0.28], [0.24, 0.38, -0.20], [-0.18, 0.46, -0.58], [0.55, 0.36, -1.07], [-1.34, -0.58, 0.82], [0.09, 0.16, 0.16], [0.08, 0.00, -0.21], [0.59, -0.21, 0.70], [0.19, 0.41, -0.46], [-0.48, 0.20, -0.15], [0.11, -0.47, -0.18], [0.44, 1.62, 0.41], [0.17, -0.23, -0.09], [-0.26, -1.19, -0.14], [0.05, -0.34, -0.10], [-0.16, 0.24, 0.33], [-0.04, -0.06, -0.01], [0.08, 0.13, -0.04], [-0.43, -0.32, 0.14], [0.21, -0.17, 0.07], [0.04, 0.53, -0.23], [1.79, -1.00, -0.88], [-0.22, 2.13, -0.27], [-1.75, 0.47, 1.50], [-0.13, 0.24, 0.91], [0.84, -1.70, -1.59], [-0.13, -0.24, -0.13], [0.11, 0.17, 0.00], [-0.09, 0.02, -0.05], [-0.03, -0.22, -0.14], [-0.50, -0.07, -0.37], [0.07, 0.17, 1.00], [0.05, 0.02, 0.04], [0.52, -0.53, 1.94], [-0.88, 1.19, -0.17], [-0.29, -0.91, 0.83], [-0.05, -0.18, -0.75], [0.33, -1.14, -1.73], [-0.26, -0.03, -0.23], [0.26, -0.22, 0.11], [-0.10, 0.35, -0.13], [-0.10, 0.55, 0.15], [0.37, 0.50, 0.08], [0.33, 0.73, -0.14], [-0.08, -0.24, 0.07], [-0.40, 2.14, -0.36], [0.32, -2.12, -2.33], [-0.90, 0.46, 1.43], [0.21, 0.29, -0.16], [-0.37, 1.06, -0.11], [0.08, -0.02, 0.65], [0.13, -0.08, -0.12], [0.49, -0.76, 0.79], [-0.04, -0.84, -0.37], [-0.30, 0.16, 0.01], [0.37, -0.58, -0.11], [0.36, 0.26, 0.59], [-1.73, -0.74, -0.68], [1.03, 0.98, 0.63], [0.41, -1.07, -0.54], [1.11, -0.10, -0.19], [-0.92, -0.33, 0.15], [-0.42, 0.10, 0.07], [-0.25, -0.03, -0.05], [0.04, 0.32, -0.20], [-0.31, -0.08, 0.43], [-0.12, 1.12, -0.34], [0.21, -0.05, 0.40], [0.98, -0.13, 0.41], [-3.73, -2.22, -2.07], [0.56, 1.54, 1.30], [4.08, 0.48, 2.10], [-0.17, -0.17, -0.45], [0.59, 1.17, -0.91], [-0.16, 0.25, -0.36], [-0.12, -0.35, -0.14], [0.24, 0.10, -0.71], [-0.24, -0.28, -0.03], [0.24, 0.80, 0.80], [-0.39, -0.35, -0.24], [-1.04, -0.99, 0.61], [1.62, 1.19, 0.55], [-1.48, -0.20, -0.18], [-0.81, -0.61, -1.09], [1.75, 0.53, 0.57], [-0.33, -0.30, 0.61], [0.16, -0.01, -0.10], [-0.55, -0.16, -0.07], [0.15, 0.10, 0.14], [-0.04, -0.08, -0.15], [0.10, 0.25, 0.22], [-0.23, -0.54, -0.28], [-0.20, -0.22, -0.25], [1.09, -0.76, -0.26], [-0.41, 1.08, -0.56], [0.79, -0.57, 1.17], [-0.01, 0.21, 0.65], [0.06, -0.57, -0.30], [-0.49, -0.13, 0.36], [-0.11, 0.35, -0.24], [0.02, -0.01, -0.05], [0.03, -0.33, 0.00], [-0.52, 0.94, -0.14], [-0.46, -0.32, -0.69], [0.00, 0.13, 0.03], [0.04, 0.13, 1.15], [0.17, -0.37, -0.99], [1.22, -0.35, 0.72], [-0.45, 0.83, 0.03], [0.22, -1.38, -0.30], [-0.62, 0.30, -0.11], [-0.48, 0.73, -0.21], [0.38, 0.20, 0.48], [0.07, -0.23, 0.51], [0.62, 0.12, -0.89], [-0.50, -0.37, -0.60], [-0.82, 0.28, 0.23]], "e_lumo_ev": -0.25, "gap_ev": 8.647, "e_tot_ev": -76601.2669, "multiplicity": 1}

{"formula": "C5H8O", "method": "the ωB97M-V functional and the def2-TZVPD basis", "species": ["C", "C", "C", "C", "C", "O", "H", "H", "H", "H", "H", "H", "H", "H"], "xyz": [[0.864, -0.267, -1.043], [1.711, -0.834, 0.122], [0.072, 0.893, -0.528], [-1.309, 0.562, -0.314], [-1.660, 0.822, 1.130], [-2.189, 1.608, 0.119], [0.288, -1.094, -1.501], [1.562, 0.121, -1.798], [2.516, -1.462, -0.274], [1.091, -1.451, 0.784], [2.153, -0.025, 0.713], [-1.838, -0.273, -0.789], [-2.328, 0.095, 1.597], [-0.932, 1.307, 1.779]], "forces_ev_per_a": [[0.00, 0.01, -0.02], [0.01, -0.02, 0.05], [-0.21, -0.38, -0.09], [0.30, -0.14, -0.27], [0.01, -0.03, 0.39], [-0.07, 0.06, 0.03], [0.04, 0.22, 0.11], [-0.13, -0.02, 0.14], [-0.16, 0.10, 0.09], [0.12, 0.16, -0.09], [-0.05, -0.14, -0.12], [0.14, 0.17, 0.05], [0.13, 0.11, -0.13], [-0.12, -0.09, -0.14]], "e_lumo_ev": -0.05, "gap_ev": 8.467, "e_tot_ev": -7357.4134, "multiplicity": 1}

{"formula": "C5H15N2P", "method": "the ωB97M-V functional and the def2-TZVPD basis", "species": ["C", "C", "C", "C", "C", "N", "N", "P", "H", "H", "H", "H", "H", "H", "H", "H", "H", "H", "H", "H", "H", "H", "H"], "xyz": [[-0.994, 0.276, 3.275], [-1.192, 0.861, -2.259], [-0.476, -1.338, -2.449], [1.842, -1.290, 0.791], [0.924, 1.572, 0.496], [-0.024, -0.429, 2.523], [-1.310, -0.462, -1.699], [0.327, -0.188, 1.010], [-1.868, -0.332, 2.930], [-1.004, 1.359, 3.219], [-0.954, -0.077, 4.304], [-0.126, 1.169, -2.341], [-1.605, 0.845, -3.222], [-1.988, 1.482, -1.726], [0.513, -1.134, -2.669], [-0.515, -2.351, -2.124], [-1.124, -1.274, -3.398], [2.600, -0.564, 0.852], [1.951, -1.986, 1.501], [1.712, -1.683, -0.255], [1.035, 1.312, -0.548], [0.417, 2.512, 0.725], [1.861, 1.720, 1.062]], "forces_ev_per_a": [[-0.89, -2.14, 0.12], [-1.11, 0.22, 2.23], [-3.76, -0.54, -1.28], [-2.22, 3.09, -4.10], [0.81, -1.18, 1.46], [1.14, 0.08, 0.78], [0.57, 0.31, 0.18], [0.00, 0.00, -0.28], [-0.60, 1.56, 0.24], [-0.38, 0.14, -0.24], [0.34, 0.46, 0.36], [-0.78, 0.48, 0.30], [-0.35, -0.17, -2.02], [1.88, -0.03, -0.23], [2.20, 1.25, -0.44], [-0.23, -0.83, 0.57], [1.37, -0.70, 0.35], [1.58, 0.55, -0.21], [-0.01, -2.63, 2.59], [0.65, 0.10, 1.10], [0.50, 0.89, -0.33], [-0.87, -0.61, -0.40], [0.16, -0.29, -0.75]], "e_lumo_ev": [0.99, -0.51], "gap_ev": [7.765, 8.242], "e_tot_ev": -17691.9020, "multiplicity": 3}

{"formula": "C6H16N2", "method": "the ωB97M-V functional and the def2-TZVPD basis", "species": ["C", "C", "C", "C", "C", "N", "C", "N", "H", "H", "H", "H", "H", "H", "H", "H", "H", "H", "H", "H", "H", "H", "H", "H"], "xyz": [[-1.526, -0.866, 2.377], [-0.112, -0.618, 1.864], [-0.023, 0.645, 0.909], [-0.679, 0.539, -0.450], [0.097, -0.281, -1.494], [0.070, 0.232, -2.849], [1.372, 0.710, -3.419], [0.696, -0.305, 3.061], [-2.143, -0.727, 1.460], [-1.963, -0.276, 3.183], [-1.559, -1.965, 2.536], [0.290, -1.466, 1.266], [-0.630, 1.348, 1.485], [1.034, 0.839, 0.723], [-1.726, 0.166, -0.361], [-0.927, 1.566, -0.798], [1.115, -0.450, -1.183], [-0.293, -1.293, -1.589], [-0.586, 0.971, -3.092], [1.075, 1.367, -4.245], [2.036, 1.232, -2.720], [1.788, -0.177, -3.907], [0.404, -0.926, 3.808], [1.707, -0.348, 2.953]], "forces_ev_per_a": [[-0.26, -1.51, -2.47], [1.07, 1.59, -0.02], [-1.03, -1.58, 0.89], [-1.23, 0.01, -0.47], [-0.90, -0.06, -0.29], [1.10, 1.41, -1.32], [-1.61, -0.94, -0.37], [-0.32, 0.08, -0.08], [-0.18, -0.11, 0.70], [0.63, 0.04, 0.03], [-0.42, 0.55, 0.57], [-0.49, 0.11, 0.53], [0.90, 0.78, 0.03], [-0.04, 0.67, 0.55], [0.63, -0.25, 0.09], [0.81, -0.34, -0.16], [0.52, 0.33, 0.12], [-0.32, -0.24, 0.60], [-0.22, -0.47, 1.04], [0.37, 0.20, 0.09], [0.00, -0.25, -0.09], [0.80, 0.30, 0.33], [0.34, -0.07, 0.01], [-0.16, -0.24, -0.31]], "charge": -1, "e_lumo_ev": [3.89, 3.91], "gap_ev": [2.416, 9.104], "e_tot_ev": -9459.0384, "multiplicity": 2}